[1]
# C20H34N6O2

C20H34N6O2 in the gas phase (ωB97M-V/def2-TZVPD, the OMol25 dataset).

```
62
Properties=species:S:1:pos:R:3:mulliken_charge:R:1
O 0.56606 0.66110 1.12722 -0.5718
O -3.84273 -1.69848 3.19759 -0.7115
N 3.28656 1.54544 0.53492 -0.3158
N 5.21680 -1.80936 -2.51911 0.2156
N 4.47712 0.75097 -1.04249 0.7953
N -3.23980 -1.94328 1.03545 0.1444
N 0.25327 0.44864 -1.10270 -0.1042
N 4.48722 1.50366 0.06890 -0.8953
C 5.25017 -3.19644 -2.08501 -1.0833
C -2.98299 -1.45853 -0.30921 -1.3947
C 5.54354 -1.71246 -3.93168 -1.1138
C -1.82057 0.64160 -2.32709 -1.7197
C -3.50663 4.57698 2.84922 -1.5282
C -3.58367 -1.18278 2.12106 -0.0308
C -3.57442 0.32981 2.00135 1.1964
C -1.49365 -1.21070 -0.62442 -0.5939
C -2.25354 2.37191 2.60084 -0.5076
C 2.47335 0.82418 -0.28102 0.0135
C -2.36521 0.86431 2.77765 -1.3425
C 6.09815 -0.98421 -1.70689 -0.7333
C 5.72144 0.48864 -1.74388 -0.7885
C -3.05626 -3.37132 1.21507 -1.1405
C -1.18453 0.23948 -1.00529 1.2319
C 3.23367 0.30745 -1.30099 -0.0529
C -3.57549 3.08319 2.72688 0.9722
C 1.02335 0.65318 0.00193 0.2280
C -4.85364 0.93247 2.57566 -1.2701
C -4.72972 2.42228 2.73309 -0.7991
H -2.50936 0.61284 3.83109 0.5629
H 6.55906 -2.08191 -4.14865 0.3721
H -3.56363 -0.55489 -0.48175 0.7172
H -1.44350 0.38659 2.44373 0.3276
H -2.98043 5.01081 1.99412 0.3135
H -1.15306 -1.85821 -1.43807 0.3335
H 7.15076 -1.08787 -2.01868 0.4125
H -2.94759 4.86821 3.74233 0.3108
H -5.70411 0.70143 1.92664 0.4503
H 4.83423 -2.30088 -4.51323 0.3460
H 0.66115 0.59481 -2.01016 0.3461
H -2.90013 0.49763 -2.30473 0.4364
H 5.47900 -0.68029 -4.27575 0.2795
H -5.06343 0.45555 3.53703 0.3742
H 3.02790 -0.35489 -2.12235 0.4382
H -4.49973 5.02245 2.90337 0.3834
H -3.76881 -3.92867 0.60101 0.3216
H -1.62715 1.69106 -2.55136 0.4489
H -1.42373 0.03043 -3.14305 0.4135
H -1.80677 2.60781 1.62623 0.2131
H -3.47737 0.66131 0.96696 0.2760
H 6.25240 -3.64354 -2.18293 0.3558
H 4.94131 -3.26590 -1.04234 0.3334
H 6.47416 1.08437 -1.23163 0.3681
H -3.21334 -3.61737 2.25946 0.3817
H -1.54844 0.89055 -0.20551 -0.7342
H -3.39158 -2.20413 -0.99481 0.3451
H 5.63816 0.85596 -2.76698 0.3092
H -1.55519 2.77863 3.33815 0.5074
H -2.04416 -3.66400 0.92211 0.3327
H 4.55740 -3.78470 -2.68662 0.3300
H 6.03430 -1.32131 -0.67084 0.4420
H -5.65322 2.98218 2.85175 0.3207
H -0.90292 -1.46176 0.25842 0.5310
```

Its SMILES is CC1=CC[C@H](C(=O)N(C)CC[C@H](C)NC(=O)c2cn(CCN(C)C)nn2)CC1. Its energy above the lowest of the compared OMol25 structures with the same formula, charge and spin is 109.70 kJ/mol. The largest force on an atom is 0.1 eV Å⁻¹. Its gap between HOMO and LUMO is 0.32625 hartree.



[2]
# C20H35AsN2O3ReS5SeSi

C20H35AsN2O3ReS5SeSi as an isolated structure in a non-equilibrium geometry (ωB97M-V/def2-TZVPD, the OMol25 dataset).

```
69
Properties=species:S:1:pos:R:3:mulliken_charge:R:1
Re -0.18576 -0.25775 0.07179 0.4390
Se -1.24644 1.80753 -0.50048 -0.0595
As -1.78922 -2.28124 2.08695 0.4137
S -3.46112 -1.23999 2.63733 -0.1735
S -0.93220 -4.02236 2.70860 -0.0505
S -1.40527 -2.07447 -0.28204 -0.0540
S 0.21257 -0.44905 2.20346 -0.1264
S 1.61327 -0.25386 -1.08441 0.3980
Si 5.38226 0.07955 -2.02396 -0.5037
O 4.68024 -1.31541 -2.17728 0.6424
O 6.30275 0.28896 -0.79225 0.5162
O 5.03451 1.19816 -3.05617 -0.3371
N -1.23501 3.24024 2.01888 0.3935
N -3.05055 2.06990 1.72223 0.1959
C 3.04311 0.61361 -4.35972 -1.2176
C -1.87207 2.40789 1.19045 -0.2846
C -2.85021 4.18036 5.21737 -0.7021
C 6.15202 -3.22297 -1.97299 -1.6351
C 4.78796 -2.66823 -1.59560 1.3921
C 5.30355 0.77788 -5.42780 -1.6537
C 7.99022 0.39454 0.89770 -1.5660
C 7.93896 2.07671 -0.96634 -1.5565
C -4.22393 2.66967 3.88987 -0.8637
C 6.12857 2.08114 0.79703 -1.6221
C -3.20333 2.69632 2.94466 0.4015
C 4.17923 2.84610 -4.55624 -1.6322
C 3.64992 -3.45240 -2.22958 -1.3778
C 0.05199 3.88702 1.81539 -0.9261
C -2.03326 3.44323 3.13636 0.7546
C -1.83766 4.20844 4.28361 -0.6339
C 7.11210 1.24398 -0.00471 1.5347
C 4.62685 -2.57872 -0.08599 -1.1381
C 4.36958 1.35198 -4.37554 1.6132
C -4.02030 3.42170 5.02595 -0.5411
H 3.46700 3.24299 -3.83165 0.3447
H 0.42207 3.68019 0.81600 0.2965
H 8.62683 1.04749 1.49252 0.4788
H 6.26965 -4.22899 -1.57400 0.4666
H -3.75547 1.49781 1.27806 0.3785
H 3.65805 -2.13939 0.17001 0.2002
H 8.50360 1.42293 -1.63255 0.4000
H 8.64819 2.69214 -0.41652 0.4585
H -4.78505 3.43854 5.79007 0.4352
H 3.19152 -0.45732 -4.21580 0.2585
H 6.26276 -3.26933 -3.05655 0.3822
H 5.45969 -0.29146 -5.26905 0.3448
H 2.69698 -2.96988 -1.99716 0.1912
H 0.76783 3.53053 2.55597 0.3821
H 2.40550 0.99783 -3.55862 0.0381
H 7.39328 -0.21328 1.57818 0.3718
H 7.30062 2.72902 -1.56518 0.3029
H -2.74594 4.76116 6.12330 0.4297
H 2.53023 0.76697 -5.30759 0.4821
H 3.80366 3.04529 -5.55873 0.4534
H 6.67013 2.73078 1.48202 0.4419
H -5.12616 2.09404 3.73408 0.4633
H 3.76234 -3.48344 -3.31280 0.3511
H -0.94292 4.79620 4.43603 0.4547
H 3.63115 -4.47141 -1.84752 0.4789
H 5.52099 2.69667 0.12932 0.3393
H 5.12656 3.36961 -4.43652 0.3977
H 8.62730 -0.26469 0.30878 0.3820
H 4.87002 0.91577 -6.41669 0.4743
H 6.26578 1.28849 -5.39940 0.3956
H -0.06178 4.96262 1.94008 0.3731
H 5.47272 1.42917 1.37686 0.3572
H 5.41567 -1.97173 0.35887 0.1490
H 4.67692 -3.57961 0.33906 0.4961
H 6.94286 -2.59167 -1.56193 0.3103
```

Its net charge is +3. Its energy above the lowest of the compared OMol25 structures with the same formula, charge and spin is 332.13 kJ/mol. The largest force on an atom is 3.4 eV Å⁻¹. Its gap between HOMO and LUMO is 0.18597 hartree.



[3]
# C20H35AuBGeNO6S

C20H35AuBGeNO6S as an isolated structure in a non-equilibrium geometry (ωB97M-V/def2-TZVPD, the OMol25 dataset).

```
66
Properties=species:S:1:pos:R:3:mulliken_charge:R:1
Au 0.21673 -0.14521 -0.24781 0.2558
Ge 0.96034 2.95201 -1.48489 0.4777
S 1.17144 0.56485 5.28907 1.4348
O 1.43550 -0.81364 5.63251 -0.7400
O 3.00706 -0.08445 -0.09416 -0.5690
O 0.39678 -2.98447 -1.65767 -0.4239
O 5.06811 0.33602 0.70100 -0.8198
O -1.68861 -2.10494 -1.51003 -0.4127
O 1.21102 1.51106 6.38597 -0.7813
N 2.20337 1.16239 4.15741 -0.2261
C -2.21836 -0.28511 3.30496 -0.4107
C 3.81672 0.39502 0.72847 0.1757
C 3.24423 1.21376 1.94680 -0.0519
C -1.53440 -1.84509 -3.86312 -1.8755
C -2.05536 2.09991 3.52089 -0.6166
C -1.04659 -0.43838 4.02293 -0.2688
C -0.38429 0.68854 4.47609 -0.1728
C 2.68003 3.62379 -0.75869 -1.2295
C -0.10908 2.04644 -0.16315 -1.0844
C -2.98604 -3.61709 -2.86832 -1.9542
C 2.57142 0.33221 2.98200 -0.2953
C 1.39443 1.88077 -3.09820 -1.1777
C -0.40448 -3.74241 -2.55382 1.7789
C 0.15753 4.57954 -2.40336 -1.3438
C 0.37524 -3.97397 -3.84504 -1.8233
C -0.70960 -5.09154 -1.89524 -2.1046
C -1.67508 -2.85575 -2.71398 1.7468
C -0.87188 1.96286 4.22258 -0.6335
C -2.74060 0.98571 3.05557 1.0641
C -3.99956 1.11275 2.24926 -1.5239
B -0.33983 -1.96700 -1.03011 0.0050
H -1.29686 -5.73852 -2.55208 0.3233
H 0.85274 -3.04801 -4.15983 0.3111
H 3.01337 1.57506 4.60414 0.2914
H 1.15860 -4.71225 -3.66518 0.4755
H 1.92322 0.97016 -2.80948 0.3299
H -3.88619 0.54126 1.32596 0.2953
H -0.31522 2.81946 4.57882 0.3780
H 3.23268 -0.47962 3.30099 0.2406
H 3.22363 4.23183 -1.48563 0.4371
H -4.21031 2.15354 2.00067 0.3421
H -1.17512 2.24082 -0.32139 0.4622
H 0.47668 1.59088 -3.61755 0.2901
H -0.73636 4.29107 -2.96373 0.3487
H -1.54963 -2.32248 -4.84572 0.2972
H 0.88505 4.98389 -3.11295 0.3404
H 0.23621 -5.58393 -1.66518 0.5364
H 2.51036 1.93282 1.57413 -0.0199
H -0.62609 -1.41514 4.22341 0.4409
H -2.73400 -1.14857 2.90766 0.3394
H 4.08636 1.74469 2.39922 0.2481
H -2.96653 -4.25362 -3.75731 0.3206
H -3.19048 -4.23375 -1.99347 0.3500
H -0.60868 -1.28207 -3.73710 0.2949
H 1.66671 -0.11172 2.55584 0.0734
H -0.12173 5.37342 -1.70528 0.3617
H 2.01608 2.44504 -3.79939 0.4093
H -2.35861 -1.13389 -3.79144 0.5222
H -0.27723 -4.34006 -4.64237 0.2997
H 3.30750 2.77794 -0.47022 0.3238
H -4.85261 0.70620 2.80051 0.3754
H 0.15237 2.43612 0.82911 0.1497
H -3.79700 -2.89356 -2.96987 0.4791
H 2.50274 4.23076 0.13273 0.3149
H -1.25067 -4.93726 -0.96064 0.3606
H -2.43719 3.09093 3.30471 0.2573
```

Its net charge is -2. Its energy above the lowest of the compared OMol25 structures with the same formula, charge and spin is 7.80 kJ/mol. The largest force on an atom is 1.0 eV Å⁻¹. Its gap between HOMO and LUMO is 0.19873 hartree.



Q: Among the records above, which one has the highest gap between HOMO and LUMO?
A: C20H34N6O2



Q: Which of these has the lowest gap between HOMO and LUMO?
A: C20H35AsN2O3ReS5SeSi



Q: Among the records above, which one has the lowest gap between HOMO and LUMO?
A: C20H35AsN2O3ReS5SeSi



Q: gap between HOMO and LUMO of number 2 (C20H35AsN2O3ReS5SeSi)?
A: 0.18597 hartree